A molecular structure, C29H21BrClI2N2O3Pd. Source: the Open Molecules 2025 dataset; level of theory: ωB97M-V/def2-TZVPD.

Geometry as XYZ:
```
60
C29H21BrClI2N2O3Pd, DFT ωB97M-V/def2-TZVPD
Pd 0.56 0.15 0.53
I 3.81 4.13 1.32
C 4.01 2.12 1.83
C 5.13 1.70 2.55
C 5.29 0.38 2.90
I 7.01 -0.16 3.98
C 4.32 -0.58 2.54
C 4.37 -1.96 2.85
C 3.36 -2.79 2.47
C 2.27 -2.26 1.76
N 2.19 -0.99 1.45
C 3.19 -0.14 1.81
C 3.01 1.24 1.41
O 2.00 1.61 0.70
H 5.87 2.43 2.84
H 5.22 -2.34 3.41
H 3.38 -3.84 2.70
H 1.43 -2.88 1.46
Br -2.31 -3.41 2.21
C -1.77 -4.33 0.64
C -2.30 -5.60 0.49
C -1.97 -6.37 -0.61
C -1.11 -5.87 -1.57
C -0.59 -4.59 -1.42
C -0.91 -3.79 -0.32
C -0.31 -2.39 -0.33
O 0.48 -2.12 -1.24
O -0.65 -1.61 0.62
H -2.97 -5.98 1.25
H -2.40 -7.36 -0.72
H -0.85 -6.46 -2.44
H 0.07 -4.17 -2.15
Cl -6.61 0.51 0.23
C -4.90 0.86 0.18
C -4.31 1.22 -1.02
C -2.95 1.48 -1.05
C -2.15 1.38 0.09
C -0.70 1.66 0.05
C -2.79 1.02 1.28
C -4.14 0.75 1.34
H -4.91 1.28 -1.92
H -2.49 1.75 -2.00
H -0.42 2.36 0.86
H -0.39 2.10 -0.90
H -2.19 0.92 2.18
H -4.62 0.46 2.26
N -2.09 -1.09 -2.85
C -3.04 -2.03 -2.43
C -3.61 -2.91 -3.35
C -4.57 -3.82 -2.94
C -4.99 -3.87 -1.62
C -4.42 -2.99 -0.70
C -3.45 -2.08 -1.10
H -1.53 -1.42 -3.63
H -1.48 -0.75 -2.12
H -3.29 -2.89 -4.38
H -5.00 -4.51 -3.67
H -5.74 -4.58 -1.30
H -4.72 -3.01 0.34
H -2.99 -1.43 -0.37
```

Summary:
net charge	-1
DFT total energy	-5210.5665	Ha
gap between HOMO and LUMO	7.1	eV
strongest force on any atom	0.770	eV/Å

And the natural (NBO) charges, in e, turn out to be: 0.81, 0.12, -0.27, -0.22, -0.23, 0.09, -0.03, -0.16, -0.26, 0.07, -0.43, 0.08, 0.35, -0.69, 0.23, 0.22, 0.22, 0.22, 0.07, -0.03, -0.25, -0.20, -0.25, -0.10, -0.21, 0.75, -0.71, -0.74, 0.22, 0.21, 0.21, 0.24, -0.04, -0.04, -0.25, -0.15, -0.05, -0.60, -0.20, -0.24, 0.22, 0.21, 0.21, 0.20, 0.22, 0.22, -0.81, 0.18, -0.27, -0.20, -0.29, -0.13, -0.30, 0.37, 0.40, 0.20, 0.20, 0.20, 0.21, 0.24